Record 1
Here is a structure of composition C17H12IrN3O2 in a non-equilibrium geometry from the Open Molecules 2025 dataset. Energies are from ωB97M-V with the def2-TZVPD basis set.

Values from the calculation:
Energy above the lowest of the compared OMol25 structures with the same formula, charge and spin: 25.8 kJ/mol
Gap between HOMO and LUMO (spin up / spin down): 4.65 / 4.72 eV
Expectation value of S²: 6.0388
Electronic energy: -1073.93211 Ha

Structure (ORCA input):
```
! RIJCOSX wB97M-V def2-TZVPD def2/J DEFGRID3
* xyz 0 5
Ir -1.3913 0.5632 0.5654
O 4.4099 -2.6057 -1.0102
C 4.0360 -1.6350 -1.6386
O 4.4034 -1.0126 -2.6152
C 2.6872 -1.0170 -1.0199
C 2.1230 -1.6280 0.0912
C 0.9045 -1.1359 0.5554
N 0.3286 -0.1024 -0.1024
C 0.8980 0.5499 -1.1427
C 2.1161 0.0875 -1.6367
C 0.1204 1.6669 -1.6109
C 0.4920 2.4652 -2.6978
C -0.2876 3.5266 -3.0832
C -1.4446 3.8048 -2.3404
C -1.7690 2.9934 -1.2811
N -1.0446 1.9274 -0.9055
C 0.1331 -1.5990 1.6787
C 0.5126 -2.6777 2.4847
C -0.2608 -3.0575 3.5525
C -1.4204 -2.3178 3.8292
C -1.7530 -1.2672 3.0102
N -1.0344 -0.8969 1.9385
H 2.6145 -2.4656 0.5543
H 2.6017 0.5469 -2.4798
H 1.3958 2.2295 -3.2342
H -0.0214 4.1316 -3.9355
H -2.0788 4.6374 -2.5963
H -2.6572 3.1884 -0.6955
H 1.4180 -3.2118 2.2498
H 0.0118 -3.9031 4.1640
H -2.0499 -2.5697 4.6667
H -2.6433 -0.6841 3.2039
C -3.3744 0.5093 0.5156
H -4.0517 1.1077 1.1201
H -3.9225 -0.1495 -0.1556
*
```

Record 2
Here is the molecule C17H12N2OS in a non-equilibrium geometry from the Open Molecules 2025 dataset. Energies are from ωB97M-V with the def2-TZVPD basis set.

Values from the calculation:
Energy above the lowest of the compared OMol25 structures with the same formula, charge and spin: 0.0 kJ/mol
Gap between HOMO and LUMO: 7.93 eV
Electronic energy: -1237.94407 Ha

Structure (ORCA input):
```
! RIJCOSX wB97M-V def2-TZVPD def2/J DEFGRID3
* xyz 0 1
C -2.8524 -3.6089 0.0808
H -3.1793 -3.1115 -0.8260
H -3.2034 -4.6352 0.1100
H -3.1894 -3.0573 0.9518
S -1.0408 -3.6876 0.0937
C -0.6681 -1.9802 0.0483
N -1.6837 -1.1458 0.0150
C -1.4508 0.1667 -0.0160
C -0.1563 0.6887 -0.0223
C 0.9310 -0.1769 0.0047
C 0.6782 -1.5567 0.0485
C 1.7103 -2.5093 0.1421
N 2.5295 -3.3075 0.2385
C 2.3049 0.3444 -0.0088
C 3.2666 -0.1997 -0.8556
C 4.5535 0.3052 -0.8621
C 4.8966 1.3515 -0.0223
C 3.9444 1.8990 0.8215
C 2.6540 1.4039 0.8251
H 1.9159 1.8204 1.4956
H 4.2080 2.7134 1.4801
H 5.9040 1.7400 -0.0248
H 5.2912 -0.1221 -1.5244
H 3.0014 -1.0073 -1.5215
H 0.0037 1.7528 -0.0675
C -2.6171 1.0229 -0.0450
C -2.7381 2.3939 -0.0820
C -4.1199 2.6672 -0.0948
C -4.7392 1.4514 -0.0649
O -3.8451 0.4614 -0.0349
H -5.7766 1.1796 -0.0617
H -4.5874 3.6299 -0.1223
H -1.9460 3.1138 -0.0989
*
```

Record 3
Here is a cluster of 2 separate species, C17H13ClN5O7 in total in a non-equilibrium geometry from the Open Molecules 2025 dataset. Energies are from ωB97M-V with the def2-TZVPD basis set.

Values from the calculation:
Gap between HOMO and LUMO: 2.88 eV
Electronic energy: -1915.99679 Ha

Structure (ORCA input):
```
! RIJCOSX wB97M-V def2-TZVPD def2/J DEFGRID3
* xyz -1 1
C -5.1238 1.6321 0.4811
C -3.7966 2.1873 0.0059
O -2.9136 2.2579 1.1702
C -1.6071 2.6267 0.9181
C -0.6890 1.5114 1.2281
N 0.5708 1.7155 1.1170
C 1.5624 0.8782 1.2332
C 2.9146 1.3648 1.1326
C 4.0523 0.5253 1.1431
C 5.3222 1.0723 1.0284
C 5.4754 2.4616 0.8989
Cl 7.0400 3.1376 0.7610
C 4.3546 3.3053 0.8879
C 3.0819 2.7540 0.9987
O -1.2553 3.7141 0.5190
H -5.7701 1.4722 -0.3820
H -5.0095 0.6780 1.0085
H -5.6087 2.3474 1.1520
H -3.3535 1.5384 -0.7691
H -3.9137 3.2054 -0.3876
H -1.1569 0.5699 1.5516
H 1.3781 -0.1982 1.3821
H 3.9122 -0.5502 1.2367
H 6.2054 0.4452 1.0376
H 4.4800 4.3772 0.7941
H 2.1942 3.3840 0.9797
O 0.3008 -6.1562 -0.6803
N 0.5497 -5.1975 -1.4364
O 1.4520 -5.2387 -2.3015
C -0.2114 -3.9597 -1.3182
C 0.0981 -2.8556 -2.1168
C -0.5639 -1.6172 -1.8972
N -0.2476 -0.4834 -2.7396
O 0.8037 -0.5145 -3.4093
O -1.0384 0.4880 -2.7475
C -1.5143 -1.4503 -0.8670
C -1.8767 -2.5634 -0.0793
N -2.8663 -2.6926 0.8527
O -2.8734 -4.1094 1.1008
N -1.9044 -4.7828 0.4049
C -1.2697 -3.8276 -0.3173
H 0.8402 -2.9414 -2.9058
H -2.0247 -0.5111 -0.6691
*
```

Copy entry 3 word for word.
Here is a cluster of 2 separate species, C17H13ClN5O7 in total in a non-equilibrium geometry from the Open Molecules 2025 dataset. Energies are from ωB97M-V with the def2-TZVPD basis set.

Values from the calculation:
Gap between HOMO and LUMO: 2.88 eV
Electronic energy: -1915.99679 Ha

Structure (ORCA input):
```
! RIJCOSX wB97M-V def2-TZVPD def2/J DEFGRID3
* xyz -1 1
C -5.1238 1.6321 0.4811
C -3.7966 2.1873 0.0059
O -2.9136 2.2579 1.1702
C -1.6071 2.6267 0.9181
C -0.6890 1.5114 1.2281
N 0.5708 1.7155 1.1170
C 1.5624 0.8782 1.2332
C 2.9146 1.3648 1.1326
C 4.0523 0.5253 1.1431
C 5.3222 1.0723 1.0284
C 5.4754 2.4616 0.8989
Cl 7.0400 3.1376 0.7610
C 4.3546 3.3053 0.8879
C 3.0819 2.7540 0.9987
O -1.2553 3.7141 0.5190
H -5.7701 1.4722 -0.3820
H -5.0095 0.6780 1.0085
H -5.6087 2.3474 1.1520
H -3.3535 1.5384 -0.7691
H -3.9137 3.2054 -0.3876
H -1.1569 0.5699 1.5516
H 1.3781 -0.1982 1.3821
H 3.9122 -0.5502 1.2367
H 6.2054 0.4452 1.0376
H 4.4800 4.3772 0.7941
H 2.1942 3.3840 0.9797
O 0.3008 -6.1562 -0.6803
N 0.5497 -5.1975 -1.4364
O 1.4520 -5.2387 -2.3015
C -0.2114 -3.9597 -1.3182
C 0.0981 -2.8556 -2.1168
C -0.5639 -1.6172 -1.8972
N -0.2476 -0.4834 -2.7396
O 0.8037 -0.5145 -3.4093
O -1.0384 0.4880 -2.7475
C -1.5143 -1.4503 -0.8670
C -1.8767 -2.5634 -0.0793
N -2.8663 -2.6926 0.8527
O -2.8734 -4.1094 1.1008
N -1.9044 -4.7828 0.4049
C -1.2697 -3.8276 -0.3173
H 0.8402 -2.9414 -2.9058
H -2.0247 -0.5111 -0.6691
*
```

Copy entry 3 word for word.
Here is a cluster of 2 separate species, C17H13ClN5O7 in total in a non-equilibrium geometry from the Open Molecules 2025 dataset. Energies are from ωB97M-V with the def2-TZVPD basis set.

Values from the calculation:
Gap between HOMO and LUMO: 2.88 eV
Electronic energy: -1915.99679 Ha

Structure (ORCA input):
```
! RIJCOSX wB97M-V def2-TZVPD def2/J DEFGRID3
* xyz -1 1
C -5.1238 1.6321 0.4811
C -3.7966 2.1873 0.0059
O -2.9136 2.2579 1.1702
C -1.6071 2.6267 0.9181
C -0.6890 1.5114 1.2281
N 0.5708 1.7155 1.1170
C 1.5624 0.8782 1.2332
C 2.9146 1.3648 1.1326
C 4.0523 0.5253 1.1431
C 5.3222 1.0723 1.0284
C 5.4754 2.4616 0.8989
Cl 7.0400 3.1376 0.7610
C 4.3546 3.3053 0.8879
C 3.0819 2.7540 0.9987
O -1.2553 3.7141 0.5190
H -5.7701 1.4722 -0.3820
H -5.0095 0.6780 1.0085
H -5.6087 2.3474 1.1520
H -3.3535 1.5384 -0.7691
H -3.9137 3.2054 -0.3876
H -1.1569 0.5699 1.5516
H 1.3781 -0.1982 1.3821
H 3.9122 -0.5502 1.2367
H 6.2054 0.4452 1.0376
H 4.4800 4.3772 0.7941
H 2.1942 3.3840 0.9797
O 0.3008 -6.1562 -0.6803
N 0.5497 -5.1975 -1.4364
O 1.4520 -5.2387 -2.3015
C -0.2114 -3.9597 -1.3182
C 0.0981 -2.8556 -2.1168
C -0.5639 -1.6172 -1.8972
N -0.2476 -0.4834 -2.7396
O 0.8037 -0.5145 -3.4093
O -1.0384 0.4880 -2.7475
C -1.5143 -1.4503 -0.8670
C -1.8767 -2.5634 -0.0793
N -2.8663 -2.6926 0.8527
O -2.8734 -4.1094 1.1008
N -1.9044 -4.7828 0.4049
C -1.2697 -3.8276 -0.3173
H 0.8402 -2.9414 -2.9058
H -2.0247 -0.5111 -0.6691
*
```